Record 1
Below is C24H28CoN5O as an isolated structure, with properties calculated with ωB97M-V/def2-TZVPD.

⟨S²⟩: 1.053
total charge: +1
multiplicity: 2
E_LUMO (alpha / beta): -3.4 / -2.5 eV

Cartesian coordinates (Å):
Co -0.884 0.565 0.494
O -3.037 0.289 0.536
N -0.241 2.219 -1.670
N 0.802 -0.022 -0.193
N -0.826 2.321 -0.461
N 0.609 -0.832 2.576
N -0.212 0.208 2.359
C -0.419 0.788 3.534
C -2.094 3.362 -1.985
C 1.889 2.392 -2.752
C 1.461 -2.985 1.926
C -3.761 -0.102 -0.626
C 0.918 -0.917 3.887
C 3.223 2.046 -2.918
C 2.109 -3.463 -0.320
C 1.078 1.756 -1.824
C 1.589 0.687 -1.044
C 0.271 0.109 4.536
C 2.974 0.435 -1.146
C 2.464 -5.229 1.425
C -1.940 3.025 -0.639
C 4.078 2.687 -3.959
C 1.190 -1.276 0.222
C 2.003 -3.872 1.010
C -0.990 2.832 -2.612
C -4.523 -0.016 2.466
C 1.711 -2.206 -0.700
C 1.064 -1.700 1.566
C -2.839 -0.931 -1.502
C -3.825 0.956 1.523
C 3.763 1.098 -2.050
H 1.486 3.197 -3.347
H -2.608 -1.884 -1.032
H -2.555 3.294 0.200
H -5.075 0.541 3.218
H 3.388 -5.479 0.910
H -3.787 -0.633 2.974
H -4.644 -0.682 -0.336
H 2.509 -4.151 -1.051
H -4.547 1.610 1.017
H 1.586 -1.658 4.275
H 4.824 0.900 -2.086
H 3.504 2.904 -4.856
H -0.722 2.823 -3.649
H 4.501 3.625 -3.597
H 0.291 0.330 5.582
H -5.215 -0.671 1.940
H 3.416 -0.283 -0.473
H -4.096 0.801 -1.159
H -3.303 -1.118 -2.465
H -3.131 1.573 2.097
H -2.894 3.912 -2.434
H 2.633 -5.284 2.496
H 1.347 -3.313 2.947
H -1.031 1.664 3.624
H -1.905 -0.380 -1.665
H 1.795 -1.906 -1.734
H 1.726 -5.985 1.161
H 4.903 2.026 -4.218

Record 2
Below is a 5-piece molecular cluster, C24H28F6N5O3 overall, with properties calculated with ωB97M-V/def2-TZVPD.

total charge: -1
E_LUMO: 2.3 eV

Cartesian coordinates (Å):
F 2.683 0.463 0.880
F 6.667 -3.362 2.068
F 5.536 -3.715 0.296
F 0.609 -0.011 1.155
F 1.908 0.353 2.881
F 5.829 -1.702 0.983
O 3.326 -1.973 -0.316
O 1.228 -2.673 -0.315
O 1.770 -5.697 1.939
N -6.605 2.423 -2.041
N 3.172 3.326 1.722
N 0.338 -1.639 -2.752
N 0.980 -2.281 2.413
N -4.627 -0.181 0.573
C -4.346 -0.145 -0.771
C 3.544 3.505 0.420
C 0.250 -0.311 -2.481
C -6.980 2.233 -3.341
C 1.832 -0.201 1.644
C -3.454 -0.244 1.278
C 3.262 4.513 2.395
C 2.247 -2.171 0.239
C 4.295 -3.115 2.198
C 5.577 -2.936 1.388
C 2.128 -1.721 1.728
C -2.985 -0.179 -0.920
C 1.128 -3.627 2.903
C -6.785 3.735 -1.699
C 3.869 4.826 0.254
C -7.413 3.434 -3.836
C -7.289 4.390 -2.792
C -0.254 0.323 -3.593
C 3.490 -1.836 2.480
C -0.092 -1.875 -4.024
C 3.690 5.467 1.510
C -2.419 -0.243 0.381
C -0.473 -0.675 -4.578
C 1.087 -4.703 1.820
H -3.459 -0.285 2.355
H -7.538 5.437 -2.839
H 3.857 6.508 1.736
H 2.006 -3.832 3.532
H -5.138 -0.100 -1.500
H -7.776 3.610 -4.835
H 3.226 -1.858 3.541
H -1.373 -0.287 0.628
H 4.056 -0.921 2.332
H 4.199 5.282 -0.665
H -6.541 4.088 -0.712
H 0.679 -2.343 -2.097
H 0.258 -3.828 3.540
H 0.463 -4.558 0.925
H -0.442 1.380 -3.687
H 3.543 2.681 -0.273
H -6.250 1.710 -1.430
H 0.551 0.073 -1.521
H 4.606 -3.522 3.163
H -0.862 -0.533 -5.574
H -5.545 -0.164 0.976
H -6.908 1.262 -3.801
H -2.450 -0.162 -1.857
H 2.878 2.454 2.123
H 3.013 4.576 3.440
H 0.600 -1.665 3.115
H 3.718 -3.902 1.724
H -0.094 -2.873 -4.429

Record 3
Below is C24H28MoN3OSi2 as an isolated structure, with properties calculated with ωB97M-V/def2-TZVPD.

⟨S²⟩: 2.043
total charge: +1
multiplicity: 3
E_LUMO (alpha / beta): -4.3 / -4.2 eV

Cartesian coordinates (Å):
Mo 0.012 -0.143 0.286
Si 0.465 -2.445 -0.433
Si -2.136 0.134 -0.884
O 1.367 0.299 -1.216
N 1.954 2.143 0.022
N -0.784 0.279 2.290
N 1.029 1.595 0.851
C -0.324 1.463 2.770
C -4.057 -3.173 0.696
C 2.077 1.371 -1.042
C 4.281 1.137 -4.061
C -3.398 1.257 -0.069
C 3.088 1.712 -2.053
C 5.002 2.319 -3.967
C -2.103 -0.027 4.250
C 3.322 0.834 -3.109
C 4.766 3.200 -2.919
C 3.813 2.900 -1.962
C -2.098 0.399 -2.731
C -0.772 1.945 3.988
C 1.447 -3.512 0.748
C -1.638 -0.444 3.015
C -3.744 -1.958 0.115
C -1.398 -2.577 -0.023
C 0.944 -2.751 -2.205
C -2.436 -1.638 -0.281
C 1.234 3.505 2.344
C -1.738 -3.777 0.631
C 0.672 2.183 1.948
C -3.044 -4.089 0.958
C -1.671 1.193 4.734
H 2.505 -3.252 0.666
H -2.022 1.564 5.687
H -2.794 -0.647 4.802
H -3.608 0.957 0.959
H 4.465 0.453 -4.878
H 2.748 -0.081 -3.174
H -1.355 -0.238 -3.213
H 2.011 -2.556 -2.329
H 0.751 -3.787 -2.489
H -3.037 2.287 -0.057
H 5.749 2.556 -4.713
H 2.235 3.605 1.933
H 3.623 3.577 -1.141
H -0.429 2.897 4.361
H -0.967 -4.500 0.866
H 1.268 3.632 3.422
H 0.626 4.307 1.917
H 0.396 -2.099 -2.886
H 1.361 -4.575 0.513
H 1.139 -3.362 1.784
H -1.849 1.437 -2.957
H -4.539 -1.240 -0.049
H -4.340 1.254 -0.624
H -3.074 0.181 -3.172
H -1.965 -1.377 2.570
H 5.327 4.123 -2.850
H -5.084 -3.406 0.946
H -3.274 -5.044 1.413

Record 4
Below is one molecule with the formula C24H28N2O6, with properties calculated with ωB97M-V/def2-TZVPD.

structure (SMILES): COCCOC(=O)C1=C(C)N(Cc2ccccc2)C(=O)N[C@@H]1c1cccc(OC)c1OC
total charge: 0
energy relative to the best compared isomer or geometry (same formula, charge and spin): 277.2 kJ/mol
E_LUMO: 0.6 eV

Cartesian coordinates (Å):
O 0.390 -2.691 1.318
O -1.315 -1.913 0.090
O -4.441 3.038 -0.363
O -2.329 1.726 -1.740
O -2.311 -5.432 -0.393
O 2.101 2.987 -0.944
N 0.492 1.425 -1.132
N 2.245 1.120 0.361
C 6.941 -0.258 -0.953
C -3.478 2.368 0.348
C -2.030 -3.105 0.367
C 5.856 0.678 0.970
C 1.614 1.933 -0.590
C 5.809 -0.004 -1.709
C 4.716 0.933 0.218
C -0.338 0.410 -0.512
C -3.459 2.309 1.736
C -3.471 1.821 -2.564
C 6.964 0.088 0.387
C 2.658 -0.963 1.552
C 3.523 1.605 0.852
C -2.441 1.656 2.407
C -1.435 1.065 0.315
C -5.484 3.667 0.339
C -2.456 1.727 -0.375
C -0.078 -1.804 0.636
C 4.704 0.592 -1.128
C -1.563 -4.253 -0.544
C 0.527 -0.522 0.298
C 1.762 -0.120 0.706
C -1.425 1.046 1.700
C -3.590 -5.402 -0.977
H 2.785 -0.507 2.533
H 3.562 1.511 1.940
H -1.890 -3.393 1.414
H -3.539 -5.092 -2.027
H 3.827 0.799 -1.724
H 7.803 -0.723 -1.408
H 7.845 -0.105 0.982
H 5.877 0.943 2.017
H 2.224 -1.947 1.684
H -3.972 -6.419 -0.919
H -1.585 -3.908 -1.589
H -0.537 -4.518 -0.275
H 3.639 -1.055 1.091
H 0.003 2.039 -1.768
H -4.236 2.789 2.308
H -3.139 1.500 -3.551
H -5.109 4.455 0.999
H -2.444 1.634 3.485
H -0.629 0.537 2.221
H 5.788 -0.267 -2.756
H -4.271 1.163 -2.217
H -0.824 -0.144 -1.325
H -4.275 -4.734 -0.443
H -6.120 4.111 -0.425
H -6.070 2.949 0.922
H 3.548 2.670 0.593
H -3.846 2.845 -2.620
H -3.077 -2.857 0.183

Number 1: DFT total energy -72461.1523 eV, strongest force on any atom 2.03 eV/Å. Number 2: DFT total energy -55242.3676 eV, strongest force on any atom 1.98 eV/Å. Number 3: DFT total energy -49466.1606 eV, strongest force on any atom 0.50 eV/Å. Number 4: DFT total energy -40607.3508 eV, strongest force on any atom 0.83 eV/Å.